Record 1
71
Properties=species:S:1:pos:R:3 method="wB97M-V/def2-TZVPD" gap_ev=6.66 total_charge=0 lumo_ev=-1.5
C -1.04 -5.08 1.65
C -1.67 -3.86 0.99
C -0.70 -3.18 0.01
C -0.54 -1.71 0.34
C -0.10 -0.86 -0.85
C 0.72 -1.50 -1.96
C 1.97 -2.35 -1.64
C 2.92 -1.89 -0.58
N 2.58 -1.92 0.79
O 4.01 -1.53 -0.91
O -1.40 -0.72 -1.54
B -2.11 0.50 -1.28
C -3.18 0.50 -0.03
I -4.86 -0.83 -0.44
C -3.78 1.86 0.25
C -4.69 1.88 1.49
N -2.94 0.79 -2.64
C -3.00 2.02 -3.09
O -3.30 2.34 -4.23
F -2.79 2.95 -2.25
C -2.81 -0.15 -3.68
O -2.10 -0.16 -4.61
F -3.67 -1.11 -3.53
O -1.03 1.41 -0.81
C 0.15 0.69 -0.52
C 0.35 0.93 0.98
C 0.99 2.26 1.39
N 2.46 2.12 1.54
C 3.24 3.19 0.93
C 4.62 2.68 0.52
C 2.86 1.90 2.85
C 2.12 0.90 3.69
O 3.78 2.48 3.34
P 1.42 1.70 -1.47
O 2.76 0.80 -1.64
Br 0.57 1.72 -3.61
H -0.42 -4.79 2.48
H -1.81 -5.74 1.99
H -0.46 -5.64 0.93
H -2.51 -4.21 0.41
H -2.02 -3.15 1.72
H -1.00 -3.33 -1.00
H 0.26 -3.64 0.21
H -1.52 -1.39 0.64
H 0.09 -1.58 1.20
H 1.01 -0.79 -2.71
H 0.02 -2.15 -2.45
H 2.55 -2.42 -2.54
H 1.67 -3.37 -1.43
H 2.79 -2.79 1.23
H 2.96 -1.13 1.27
H -2.70 0.20 0.89
H -2.94 2.50 0.49
H -4.28 2.27 -0.61
H -4.54 0.98 2.05
H -4.42 2.70 2.13
H -5.71 1.96 1.17
H -0.61 0.83 1.46
H 1.00 0.17 1.34
H 0.72 3.09 0.77
H 0.59 2.48 2.37
H 2.76 3.56 0.05
H 3.36 4.03 1.59
H 5.39 3.37 0.78
H 4.65 2.43 -0.53
H 4.84 1.78 1.06
H 2.84 0.53 4.39
H 1.75 0.05 3.13
H 1.33 1.37 4.25
H 3.15 1.02 -2.50
Li -0.60 1.99 -5.66


Record 2
67
Properties=species:S:1:pos:R:3 method="wB97M-V/def2-TZVPD" gap_ev=7.99 total_charge=+1 lumo_ev=-3.5
C 4.55 2.66 1.49
C 3.30 2.64 0.61
C 3.70 2.41 -0.84
O 3.85 1.01 -1.14
C 3.40 0.63 -2.37
O 4.13 0.10 -3.14
C 1.93 0.82 -2.72
S 0.85 -0.34 -1.86
N 1.36 -0.09 -0.24
C 0.78 -0.64 0.77
N 1.18 -0.46 2.10
C -0.06 -0.68 2.87
C -1.07 -1.40 1.89
B -2.42 -0.54 1.90
O -3.34 -0.98 2.80
N -2.71 0.66 1.11
C -2.04 1.87 1.58
C -2.56 0.44 -0.34
N -0.29 -1.48 0.63
C 0.08 -2.78 0.11
C -0.70 -3.33 -0.91
C -0.36 -4.56 -1.47
C 0.76 -5.25 -1.03
C 1.53 -4.72 0.00
C 1.19 -3.49 0.55
O 2.56 3.85 0.67
C 1.94 4.11 1.85
O 2.19 5.10 2.46
C 0.92 3.14 2.38
S 1.67 2.36 3.85
H 5.27 3.39 1.15
H 4.25 2.84 2.52
H 4.97 1.66 1.48
H 2.69 1.82 1.00
H 3.01 2.92 -1.51
H 4.67 2.88 -0.99
H 1.81 0.60 -3.77
H 1.64 1.85 -2.56
H 2.16 0.52 -0.07
H 1.77 -1.25 2.37
H -0.47 0.28 3.18
H 0.11 -1.24 3.77
H -1.31 -2.40 2.22
H -3.73 -0.21 3.23
H -1.08 2.05 1.08
H -1.92 1.85 2.66
H -2.68 2.73 1.39
H -3.41 0.80 -0.91
H -2.40 -0.59 -0.59
H -1.68 1.00 -0.69
H -1.56 -2.79 -1.27
H -0.98 -4.93 -2.26
H 1.01 -6.19 -1.50
H 2.39 -5.25 0.36
H 1.84 -3.11 1.33
H -0.01 3.63 2.62
H 0.70 2.34 1.67
H 1.33 1.08 3.65
C -5.70 -1.09 -4.15
C -4.62 -0.26 -3.47
O -3.95 -1.01 -2.45
H -6.43 -1.44 -3.42
H -6.21 -0.51 -4.92
H -5.26 -1.97 -4.62
H -5.06 0.61 -2.99
H -3.89 0.09 -4.20
H -3.55 -1.77 -2.87


Record 3
60
Properties=species:S:1:pos:R:3 method="wB97M-V/def2-TZVPD" spin_multiplicity=5 gap_ev="5.87 / 5.36" total_charge=+3 lumo_ev="-12.3 / -13.1" s_squared=6.0318
Ru -0.01 2.57 -1.09
C 3.22 2.12 -1.27
O 2.10 2.96 -1.50
C 2.35 4.34 -1.21
C 1.20 5.14 -1.81
O -0.01 4.67 -1.20
C -1.21 5.15 -1.81
C -2.36 4.34 -1.22
O -2.11 2.96 -1.51
C -3.22 2.11 -1.29
H 4.07 2.48 -1.85
H 2.95 1.12 -1.61
H 3.48 2.10 -0.20
H 3.29 4.66 -1.66
H 2.40 4.49 -0.12
H 1.17 4.98 -2.90
H 1.32 6.21 -1.60
H -1.17 4.99 -2.90
H -1.33 6.22 -1.60
H -3.30 4.66 -1.69
H -2.43 4.49 -0.13
H -4.07 2.47 -1.88
H -3.50 2.10 -0.23
H -2.95 1.11 -1.63
C 1.28 -3.93 3.32
C 0.00 -3.07 3.38
C -1.27 -3.93 3.32
C 0.01 -2.40 4.77
C 0.00 -2.10 2.23
C 0.00 -0.71 2.41
C -0.01 0.12 1.33
Br -0.01 2.04 1.58
C 0.00 -0.32 -0.04
O 0.00 0.53 -0.99
C 0.00 -1.75 -0.22
C 0.00 -2.56 0.90
C 0.00 -2.39 -1.60
C -1.27 -3.27 -1.71
C 0.00 -1.41 -2.76
C 1.27 -3.26 -1.71
H 1.36 -4.56 4.20
H 2.17 -3.30 3.25
H 1.26 -4.59 2.45
H -1.35 -4.56 4.20
H -1.26 -4.60 2.46
H -2.16 -3.31 3.25
H 0.02 -3.15 5.56
H -0.89 -1.81 4.91
H 0.91 -1.81 4.90
H -0.01 -0.30 3.40
H 0.01 -3.63 0.75
H -2.17 -2.67 -1.57
H -1.27 -4.06 -0.96
H -1.30 -3.73 -2.69
H -0.89 -0.79 -2.75
H 0.00 -1.94 -3.72
H 0.90 -0.78 -2.75
H 1.27 -4.05 -0.96
H 2.18 -2.67 -1.57
H 1.31 -3.72 -2.69


Record 4
75
Properties=species:S:1:pos:R:3 method="wB97M-V/def2-TZVPD" gap_ev=1.20 total_charge=0 lumo_ev=-4.5
O -0.52 0.40 -2.15
P -0.91 -0.40 -3.35
O -0.50 -1.99 -3.03
O -0.12 0.01 -4.74
C -2.76 -0.37 -3.50
N -3.42 -1.31 -4.34
C -4.75 -1.02 -4.17
N -4.99 0.03 -3.30
C -3.72 0.47 -2.84
I -3.23 2.01 -1.45
H -1.02 -2.52 -3.70
H 0.01 0.98 -4.81
H -2.96 -2.04 -4.91
H -5.55 -1.60 -4.71
H -5.91 0.39 -3.02
O -7.91 1.23 -3.80
H -8.83 1.00 -3.62
H -7.98 1.97 -4.43
C 0.54 2.60 2.43
C -0.69 2.73 3.33
C -1.43 3.90 2.70
O -1.12 3.87 1.30
C -0.04 2.94 1.07
H 1.00 1.62 2.46
H 1.29 3.34 2.71
H -1.29 1.82 3.25
H -0.45 2.89 4.38
H -1.07 4.86 3.10
H -2.51 3.84 2.84
H -0.45 2.05 0.58
H 0.70 3.39 0.41
C 0.84 -2.72 -5.75
O -0.45 -3.02 -5.45
H 1.33 -1.94 -5.12
H 1.58 -3.54 -5.70
H 1.04 -2.32 -6.77
C 3.62 -0.23 -2.85
Cl 4.62 -1.14 -4.00
Cl 3.64 1.49 -3.27
Cl 1.96 -0.84 -2.90
Cl 4.26 -0.44 -1.21
Na -8.42 0.72 -1.85
N 2.88 -1.56 2.59
C 1.60 -1.97 2.33
C 0.96 -2.13 3.54
C 1.88 -1.79 4.56
C 3.05 -1.44 3.94
H 3.57 -1.37 1.90
H 1.26 -2.12 1.32
H -0.07 -2.45 3.67
H 1.70 -1.80 5.62
H 4.00 -1.12 4.35
C -1.99 -1.91 8.36
C -1.39 -0.81 7.77
C -1.53 -0.59 6.40
C -2.28 -1.46 5.63
C -2.89 -2.57 6.22
C -2.74 -2.79 7.58
H -1.88 -2.09 9.42
H -0.81 -0.12 8.37
H -1.05 0.27 5.94
H -2.40 -1.29 4.56
H -3.48 -3.25 5.62
H -3.21 -3.66 8.04
O 3.50 -4.19 -3.40
H 3.48 -3.23 -3.56
H 2.83 -4.32 -2.72
Cl 2.93 2.28 1.31
C 6.84 3.15 -3.61
N 7.08 3.90 -4.87
O 6.11 4.26 -5.50
O 8.25 4.09 -5.18
H 5.77 3.05 -3.46
H 7.31 2.17 -3.72
H 7.29 3.71 -2.80


Record 5
60
Properties=species:S:1:pos:R:3 method="wB97M-V/def2-TZVPD" spin_multiplicity=5 gap_ev="7.57 / 4.11" total_charge=+3 de_lowest_kj_mol=0.0 lumo_ev="-9.6 / -13.7" s_squared=6.0358
C -1.47 -3.29 -2.33
I 0.06 -2.80 -0.82
H -2.14 -2.44 -2.44
H -2.02 -4.17 -1.97
H -0.94 -3.52 -3.25
Ru 0.13 -0.23 0.18
P -1.52 -0.74 1.69
C -1.24 -2.38 2.46
C -1.97 0.25 3.14
H -2.86 -0.19 3.61
H -3.85 -1.09 1.24
H -2.18 1.27 2.83
H -3.12 0.14 0.14
H -0.43 -2.30 3.20
H -1.15 0.27 3.87
C -2.98 -0.84 0.62
H -2.17 -2.69 2.96
H -2.84 -1.60 -0.15
H -0.95 -3.10 1.68
P 1.41 0.64 -1.51
C 2.92 -0.25 -2.07
C 0.24 0.47 -2.90
H 1.27 3.06 -1.24
H 2.22 2.62 -2.68
H 2.95 2.51 -1.06
C 2.02 2.36 -1.63
H -0.68 1.00 -2.63
H 0.70 0.91 -3.80
H 3.16 0.02 -3.11
H 2.75 -1.33 -2.00
H 0.01 -0.60 -3.06
H 3.77 0.03 -1.43
Cl -0.90 1.91 0.27
C 2.80 -0.99 1.35
P 1.60 0.34 1.70
C 1.44 0.17 3.53
C 1.23 1.29 4.35
C 1.02 1.13 5.72
C 1.03 -0.15 6.29
C 1.31 -1.26 5.48
C 1.52 -1.10 4.12
C 2.52 1.94 1.64
C 3.91 1.95 1.52
C 4.59 3.17 1.48
C 3.89 4.38 1.51
C 2.50 4.37 1.66
C 1.82 3.15 1.76
H 2.32 -1.97 1.50
H 3.64 -0.88 2.04
H 3.16 -0.95 0.31
H 1.23 2.29 3.92
H 0.88 2.01 6.35
H 0.83 -0.28 7.36
H 1.39 -2.25 5.93
H 1.78 -1.97 3.51
H 4.46 1.01 1.49
H 5.68 3.16 1.44
H 4.43 5.33 1.45
H 1.94 5.31 1.70
H 0.75 3.14 1.94


Record 6
65
Properties=species:S:1:pos:R:3 method="wB97M-V/def2-TZVPD" gap_ev=5.94 total_charge=0 de_lowest_kj_mol=441.0 lumo_ev=0.1
Mg 0.42 1.32 0.04
C 1.35 3.36 3.60
C 1.61 3.09 2.18
O 0.48 3.03 1.30
H 0.93 2.51 4.14
H 0.85 4.32 3.72
H 2.34 3.47 4.05
H 2.31 2.25 2.20
H 2.34 3.78 1.77
C 1.20 3.31 -4.02
C 0.90 1.98 -3.18
O 0.78 2.20 -1.77
H 0.53 4.16 -3.90
H 1.32 3.00 -5.06
H 2.21 3.65 -3.80
H 1.67 1.22 -3.35
H -0.01 1.54 -3.58
O 2.30 0.38 0.51
C 3.14 -0.30 -0.10
O 4.00 -1.23 0.50
C 4.77 -1.96 -0.38
C 4.67 -1.17 -1.73
C 3.45 -0.31 -1.63
H 4.29 -2.94 -0.35
H 5.69 -1.86 0.19
H 4.70 -1.78 -2.64
H 5.57 -0.57 -1.84
H 2.59 -0.84 -2.05
H 3.57 0.69 -2.05
O -0.16 -0.03 1.47
C -0.68 -0.58 2.38
O -1.39 -1.75 2.20
C -2.07 -2.07 3.41
C -2.23 -0.72 4.18
C -0.82 -0.06 3.81
H -1.54 -2.81 4.02
H -3.08 -2.46 3.32
H -2.29 -0.84 5.26
H -3.16 -0.31 3.77
H -0.03 -0.49 4.42
H -0.99 1.02 3.78
O -1.60 1.69 -0.06
C -2.65 1.46 -0.72
O -2.54 1.19 -2.00
C -3.76 0.81 -2.59
C -4.58 0.36 -1.44
C -4.06 1.36 -0.36
H -3.62 0.03 -3.33
H -4.08 1.60 -3.26
H -4.35 -0.69 -1.28
H -5.62 0.43 -1.77
H -3.99 0.98 0.66
H -4.40 2.40 -0.38
O -0.01 -0.53 -0.98
C -0.12 -1.80 -0.90
O 0.91 -2.51 -0.62
C 0.51 -3.82 -0.59
C -1.02 -3.77 -0.35
C -1.44 -2.51 -1.03
H 1.00 -4.38 0.21
H 0.83 -4.44 -1.43
H -1.31 -3.59 0.68
H -1.67 -4.56 -0.72
H -2.23 -1.98 -0.49
H -1.72 -2.91 -2.00


Record 7
62
Properties=species:S:1:pos:R:3 method="wB97M-V/def2-TZVPD" gap_ev=5.04 total_charge=+3 lumo_ev=-12.7
Mo -0.35 0.78 -0.27
N 3.14 -1.17 1.73
C 2.03 -0.51 1.43
S 1.67 -0.33 -0.33
N 1.20 -0.07 2.30
N 0.17 0.68 1.81
C -0.51 1.35 2.70
C -1.44 2.42 2.47
C -2.13 3.00 3.55
C -2.86 4.15 3.35
C -2.89 4.77 2.10
C -2.21 4.22 1.02
C -1.53 3.06 1.23
O -0.81 2.42 0.22
H 3.79 -1.49 1.03
H 3.38 -1.32 2.70
H -0.24 1.12 3.72
H -2.06 2.54 4.53
H -3.40 4.60 4.18
H -3.44 5.69 1.97
H -2.20 4.70 0.05
C -4.94 -1.34 0.72
C -4.56 -0.58 -0.57
C -5.58 -0.88 -1.68
C -4.53 0.93 -0.22
P -2.88 -1.18 -1.13
N -1.67 -0.32 -0.28
C -2.51 -2.99 -0.85
C -2.31 -3.21 0.66
C -1.19 -3.36 -1.55
C -3.66 -3.85 -1.40
C -2.33 -0.48 -2.82
C -2.86 0.95 -2.98
C -0.80 -0.41 -2.89
C -2.86 -1.35 -3.97
H -5.90 -0.95 1.04
H -4.22 -1.18 1.53
H -5.06 -2.41 0.56
H -6.57 -0.66 -1.28
H -5.58 -1.92 -1.99
H -5.44 -0.25 -2.56
H -5.39 1.12 0.42
H -4.63 1.57 -1.09
H -3.64 1.22 0.34
H -1.62 -2.49 1.11
H -1.85 -4.19 0.78
H -3.23 -3.22 1.23
H -0.34 -2.80 -1.15
H -1.23 -3.27 -2.63
H -1.01 -4.41 -1.33
H -4.60 -3.69 -0.88
H -3.38 -4.90 -1.24
H -3.81 -3.71 -2.47
H -2.56 1.63 -2.18
H -3.94 0.99 -3.07
H -2.46 1.35 -3.92
H -0.33 0.36 -2.19
H -0.49 -0.01 -3.85
H -0.27 -1.34 -2.69
H -3.94 -1.46 -3.92
H -2.42 -2.35 -3.99
H -2.63 -0.87 -4.92


| no. | total energy (eV) | F_max (eV/Å) |
| --- | --- | --- |
| 1 | -133846.32543 | 3.68 |
| 2 | -61876.92654 | 1.43 |
| 3 | -102074.38943 | 2.21 |
| 4 | -130087.27043 | 4.89 |
| 5 | -72335.47294 | 3.32 |
| 6 | -47210.21186 | 8.34 |
| 7 | -51251.35629 | 2.12 |